# 1
Here is a cluster of 9 separate species, C20H34Cl24FN5OPS in total from OMol25. Energies are from ωB97M-V/def2-TZVPD.

```
87
C20H34Cl24FN5OPS ωB97M-V/def2-TZVPD
C -1.44 2.51 -2.86
N -2.85 2.16 -2.56
C -2.92 0.80 -2.11
N -2.93 -0.11 -3.26
F -3.40 0.41 -4.42
C -2.53 -1.34 -3.28
N -2.05 -1.87 -2.12
C -3.14 -2.20 -1.15
C -2.67 -2.94 0.09
C -1.74 -2.09 0.99
C -0.29 -2.16 0.55
N 0.66 -1.65 1.58
C 1.80 -1.18 0.90
C 1.73 0.19 0.27
O 2.79 -1.83 0.79
C -1.23 -3.03 -2.50
C -2.08 -4.09 -3.17
C -2.79 -3.46 -4.38
N -2.59 -1.99 -4.49
P -1.28 -1.57 -5.58
S -1.79 -1.23 -7.40
H -1.16 2.02 -3.79
H -0.77 2.14 -2.07
H -1.32 3.58 -2.92
H -3.22 2.74 -1.82
H -2.14 0.53 -1.39
H -3.88 0.70 -1.61
H -3.93 -2.75 -1.65
H -3.61 -1.29 -0.79
H -2.21 -3.90 -0.11
H -3.57 -3.11 0.68
H -1.82 -2.51 1.99
H -2.09 -1.06 1.00
H -0.03 -3.18 0.28
H -0.18 -1.55 -0.34
H 1.00 -2.48 2.07
H 0.90 0.75 0.67
H 2.67 0.70 0.37
H 1.52 0.05 -0.79
H -0.70 -3.49 -1.69
H -0.47 -2.70 -3.20
H -1.48 -4.94 -3.46
H -2.86 -4.49 -2.53
H -3.85 -3.68 -4.42
H -2.37 -3.91 -5.28
H -0.36 -2.63 -5.50
H -0.69 -0.43 -4.99
C 3.98 1.16 3.19
Cl 4.88 1.72 1.79
Cl 4.74 1.65 4.70
Cl 2.31 1.75 3.12
H 3.95 0.08 3.17
C 5.56 -2.69 -0.72
Cl 4.77 -1.85 -2.06
Cl 6.27 -4.21 -1.28
Cl 6.79 -1.66 0.02
H 4.81 -2.92 0.02
C 0.74 5.65 -4.18
Cl -0.39 6.44 -3.06
Cl 1.77 4.51 -3.31
Cl -0.14 4.84 -5.47
H 1.37 6.41 -4.62
C -4.89 5.71 -2.46
Cl -3.14 5.87 -2.63
Cl -5.28 4.26 -1.53
Cl -5.59 7.14 -1.71
H -5.32 5.60 -3.45
C -0.52 1.40 5.54
Cl -1.00 -0.22 6.06
Cl -1.54 1.95 4.21
Cl -0.58 2.53 6.89
H 0.50 1.35 5.18
C 0.42 -7.07 -5.32
Cl -0.89 -7.38 -4.18
Cl 0.05 -7.74 -6.90
Cl 0.75 -5.33 -5.43
H 1.32 -7.56 -4.95
C 3.19 2.42 8.77
Cl 4.94 2.25 8.78
Cl 2.71 4.06 9.21
Cl 2.53 1.99 7.19
H 2.78 1.74 9.50
C 4.92 5.58 12.13
Cl 4.11 6.14 13.59
Cl 5.78 6.90 11.34
Cl 6.01 4.24 12.50
H 4.16 5.21 11.44
```

The maximum force comes out at 2.56 eV/A. The value obtained for the LUMO energy is -3.37 eV. The energy above the lowest of the compared OMol25 structures with the same formula, charge and spin is 0.00 kcal/mol. The value obtained for the orbital gap is 8.53 eV. The total charge is +1. Its electronic energy is -13015.1297 hartree.

=====

# 2
Here is a cluster of 8 separate species, C20H34Cl4F2O18 in total from OMol25. Energies are from ωB97M-V/def2-TZVPD.

```
78
C20H34Cl4F2O18 ωB97M-V/def2-TZVPD
O -27.93 -2.58 8.99
C -28.64 -2.53 10.02
O -29.84 -2.06 10.14
C -30.48 -2.43 11.34
C -29.49 -3.44 11.91
F -29.99 -4.63 11.72
O -28.32 -3.16 11.17
H -30.78 -1.59 11.96
H -31.45 -2.86 11.13
H -29.43 -3.33 12.99
O -19.82 -12.66 0.19
C -20.51 -13.62 0.19
O -20.13 -14.87 0.30
C -21.23 -15.79 0.17
C -22.39 -14.87 0.33
F -22.71 -14.82 1.64
O -21.79 -13.63 0.00
H -21.30 -16.42 -0.72
H -21.20 -16.48 1.00
H -23.25 -15.25 -0.23
C -21.02 -12.13 6.68
O -22.26 -11.34 6.73
C -22.28 -10.17 7.48
O -21.47 -9.84 8.37
O -23.45 -9.61 7.19
C -23.93 -8.51 7.88
H -21.20 -13.08 6.17
H -20.72 -12.33 7.71
H -20.24 -11.60 6.14
H -24.18 -8.73 8.91
H -24.86 -8.17 7.43
H -23.24 -7.66 7.85
C -31.95 -3.54 -1.00
O -31.24 -4.14 0.03
C -30.80 -5.38 0.05
O -31.22 -6.28 -0.74
O -29.92 -5.55 1.04
C -29.39 -4.50 1.79
H -32.94 -3.31 -0.60
H -32.20 -4.17 -1.86
H -31.42 -2.63 -1.30
H -30.09 -4.09 2.52
H -28.99 -3.67 1.21
H -28.61 -4.74 2.51
C -11.04 -11.50 6.49
O -11.72 -12.63 6.03
C -12.41 -13.45 6.83
O -12.52 -13.22 8.03
O -13.04 -14.30 6.02
C -14.15 -15.12 6.50
H -10.10 -11.35 5.97
H -10.85 -11.62 7.55
H -11.61 -10.58 6.32
H -14.61 -15.62 5.64
H -14.98 -14.61 6.98
H -13.82 -15.93 7.14
C -27.08 -11.07 2.66
O -27.97 -11.96 3.32
C -29.04 -12.55 2.76
O -29.52 -12.20 1.66
O -29.35 -13.72 3.43
C -28.61 -14.28 4.52
H -27.36 -10.78 1.65
H -26.22 -11.73 2.74
H -26.90 -10.24 3.34
H -27.83 -14.93 4.12
H -29.29 -14.93 5.07
H -28.26 -13.65 5.34
Cl -14.93 -7.95 7.59
C -16.06 -8.71 6.43
Cl -15.64 -8.28 4.70
H -15.98 -9.78 6.57
H -17.05 -8.28 6.59
Cl -21.32 -2.64 11.41
C -20.93 -2.38 13.06
Cl -22.38 -2.42 14.06
H -20.25 -3.12 13.46
H -20.45 -1.40 13.14
```

The maximum force comes out at 5.64 eV/A. The value obtained for the LUMO energy is 0.24 eV. The energy above the lowest of the compared OMol25 structures with the same formula, charge and spin is 113.12 kcal/mol. The value obtained for the orbital gap is 10.69 eV. The structure (SMILES) is O=C1OC[C@@H](F)O1.O=C1OC[C@@H](F)O1.COC(=O)OC.COC(=O)OC.COC(=O)OC.COC(=O)OC.ClCCl.ClCCl. Its electronic energy is -4177.1842 hartree.

=====

# 3
Here is a structure of composition C20H34ClInN4O6 from OMol25. Energies are from ωB97M-V/def2-TZVPD.

```
66
C20H34ClInN4O6 ωB97M-V/def2-TZVPD
O 1.49 2.17 -2.25
C 2.09 1.14 -2.05
C 2.16 -0.09 -2.84
C 1.04 -0.85 -3.24
H 0.13 -0.91 -2.63
C 1.16 -1.53 -4.46
H 0.30 -2.02 -4.92
C 2.41 -1.58 -5.11
H 2.49 -2.02 -6.10
C 3.56 -1.02 -4.54
H 4.54 -1.05 -5.03
C 3.45 -0.38 -3.31
H 4.31 0.03 -2.78
H 2.75 1.08 -1.12
C 2.89 -0.06 1.44
C 1.90 -0.99 0.81
H 3.89 -0.53 1.45
H 2.56 0.18 2.47
H 3.05 0.90 0.93
C 2.21 -2.06 0.04
C 3.15 -3.07 0.65
H 1.92 -2.25 -1.01
H 4.06 -3.28 0.07
H 2.56 -3.98 0.79
H 3.42 -2.70 1.64
In -0.09 -0.85 1.42
Cl 0.48 -2.77 2.92
C -2.67 -1.76 2.17
O -2.11 -0.63 1.96
N -3.55 -1.97 3.14
C -4.00 -0.91 4.03
C -3.96 -3.34 3.43
H -2.41 -2.64 1.56
H -3.59 0.03 3.66
H -3.66 -1.09 5.05
H -5.09 -0.87 4.03
H -3.57 -3.98 2.63
H -5.05 -3.42 3.46
H -3.55 -3.70 4.39
H -1.99 2.30 -4.32
H -3.95 1.29 -3.16
C -1.39 1.59 -3.74
C -3.32 0.79 -2.41
N -2.00 1.36 -2.44
H -0.38 1.98 -3.59
C -1.40 1.79 -1.30
O -1.65 1.38 -0.17
H -3.75 0.93 -1.42
H -0.63 2.57 -1.49
H -1.32 0.64 -4.30
H -3.31 -0.28 -2.64
H 0.18 3.69 4.47
H 0.33 5.44 2.43
C 0.99 3.19 3.93
C 1.02 4.73 1.96
N 0.79 3.37 2.49
H 0.99 2.13 4.14
C 0.35 2.38 1.71
O 0.02 1.25 2.19
H 0.86 4.72 0.87
H 0.30 2.63 0.63
H 1.94 3.65 4.21
H 2.05 5.06 2.17
O -2.41 -2.25 -1.82
N -2.02 -2.16 -0.66
O -0.93 -1.43 -0.49
```

The maximum force comes out at 2.97 eV/A. The value obtained for the LUMO energy is 0.39 eV. The energy above the lowest of the compared OMol25 structures with the same formula, charge and spin is 36.83 kcal/mol. The value obtained for the orbital gap is 7.03 eV. Its electronic energy is -2103.1265 hartree.

=====

# 4
Here is a structure of composition C20H34ClN2SSbSeV from OMol25. Energies are from ωB97M-V/def2-TZVPD.

```
61
C20H34ClN2SSbSeV ωB97M-V/def2-TZVPD
V -0.28 0.43 0.99
S 1.37 -0.26 2.28
C 2.77 0.82 2.15
C 3.87 0.56 2.96
C 4.95 1.43 2.95
C 4.94 2.55 2.13
C 3.86 2.79 1.30
C 2.77 1.93 1.31
H 3.86 -0.29 3.62
H 5.80 1.23 3.59
H 5.78 3.24 2.14
H 3.84 3.66 0.65
H 1.90 2.14 0.70
C -1.57 1.15 4.27
N -2.81 1.12 3.51
C -3.87 1.97 3.71
C -4.85 1.62 2.85
N -4.37 0.55 2.12
C -5.12 -0.17 1.11
C -3.12 0.27 2.50
Se -2.05 -1.05 1.71
H -1.77 1.55 5.26
H -0.83 1.78 3.78
H -1.18 0.14 4.35
H -3.85 2.76 4.45
H -5.83 2.01 2.70
H -6.10 0.28 1.02
H -5.22 -1.22 1.40
H -4.61 -0.12 0.15
C 0.67 -3.55 -0.28
C -0.27 -2.77 -1.19
C -0.37 -3.36 -2.59
Sb 0.36 -0.66 -1.22
C 2.41 -0.41 -1.98
C 2.60 1.06 -2.33
C 2.73 -1.34 -3.14
C -1.00 0.33 -2.61
C -0.69 0.13 -4.09
C -2.43 -0.10 -2.26
H 0.33 -4.58 -0.19
H 0.70 -3.12 0.73
H 1.69 -3.57 -0.67
H -1.26 -2.72 -0.73
H 0.59 -3.36 -3.09
H -1.09 -2.82 -3.20
H -0.71 -4.40 -2.52
H 3.03 -0.66 -1.12
H 2.10 1.31 -3.26
H 3.67 1.27 -2.44
H 2.22 1.72 -1.54
H 2.07 -1.16 -3.99
H 2.66 -2.39 -2.85
H 3.75 -1.15 -3.47
H -0.88 1.39 -2.37
H -0.70 -0.92 -4.37
H 0.29 0.55 -4.35
H -1.44 0.65 -4.69
H -2.60 -1.15 -2.50
H -3.14 0.50 -2.83
H -2.63 0.05 -1.20
Cl -0.95 2.35 0.68
```

The maximum force comes out at 2.87 eV/A. As for the expectation value of S²: 2.036. The value obtained for the LUMO energy (alpha / beta) is -3.37 / -2.84 eV. The energy above the lowest of the compared OMol25 structures with the same formula, charge and spin is 19.51 kcal/mol. The value obtained for the orbital gap (alpha / beta) is 7.20 / 7.96 eV. The total charge is +1. Its electronic energy is -5335.8889 hartree. The multiplicity is 3.

=====

# 5
Here is a structure of composition C20H34HfNO13 from OMol25. Energies are from ωB97M-V/def2-TZVPD.

```
69
C20H34HfNO13 ωB97M-V/def2-TZVPD
Hf -3.72 33.59 34.23
N -0.78 32.97 32.28
O 0.11 33.78 32.55
O -0.77 32.26 31.30
O -1.87 33.00 33.01
C -0.24 37.36 26.90
O -0.12 37.03 28.29
C 0.62 35.86 28.46
C 0.75 35.63 29.95
O 1.40 36.78 30.40
C 1.82 36.75 31.76
H 0.72 37.61 26.44
H -0.96 38.16 26.84
H -0.66 36.49 26.38
H 1.60 35.88 27.98
H 0.13 34.98 28.00
H 1.34 34.73 30.21
H -0.22 35.46 30.45
H 0.94 36.43 32.34
H 2.07 37.78 31.96
H 2.68 36.09 31.91
O -2.70 31.75 35.21
C -1.92 30.82 35.47
O -1.82 30.44 36.70
C -0.95 29.29 36.85
C -0.61 28.82 35.40
C -1.01 30.05 34.57
H -1.44 28.57 37.49
H 0.04 29.58 37.21
H -1.20 27.94 35.17
H 0.44 28.57 35.30
H -1.58 29.74 33.69
H -0.26 30.76 34.22
O 4.46 29.86 34.35
C 4.18 31.03 34.28
O 3.37 31.64 35.13
C 3.01 32.97 34.66
C 3.99 33.32 33.53
C 4.65 31.96 33.20
H 3.02 33.63 35.52
H 1.96 32.82 34.39
H 4.77 33.96 33.93
H 3.46 33.86 32.74
H 5.73 31.95 33.03
H 4.24 31.61 32.24
O -4.15 33.94 32.03
C -4.02 34.04 30.80
O -2.94 34.56 30.32
C -2.68 34.31 28.91
C -3.72 33.21 28.61
C -4.77 33.37 29.66
H -1.68 33.91 28.82
H -2.81 35.21 28.32
H -3.21 32.25 28.66
H -4.16 33.25 27.61
H -5.33 32.52 30.04
H -5.49 34.17 29.39
O -1.54 29.35 27.56
C -0.69 30.06 27.98
O -0.44 31.25 27.41
C 0.61 31.93 28.12
C 1.39 30.85 28.85
C 0.32 29.74 29.09
H 0.07 32.57 28.83
H 1.20 32.52 27.42
H 1.72 31.29 29.79
H 2.20 30.40 28.29
H -0.11 29.88 30.08
H 0.68 28.75 28.84
```

The maximum force comes out at 7.58 eV/A. The value obtained for the LUMO energy is -14.80 eV. The value obtained for the orbital gap is 1.65 eV. The total charge is +3. Its electronic energy is -1861.9569 hartree.

=====

# 6
Here is a cluster of 8 separate species, C20H34N10O8 in total from OMol25. Energies are from ωB97M-V/def2-TZVPD.

```
72
C20H34N10O8 ωB97M-V/def2-TZVPD
O 1.44 -4.20 0.60
C 0.73 -4.66 1.65
C 1.38 -4.58 2.86
C 0.68 -5.01 3.98
C -0.66 -5.35 3.93
O -1.26 -5.72 5.12
C -1.30 -5.31 2.67
C -0.63 -5.02 1.54
H 0.84 -3.93 -0.10
H 2.43 -4.31 2.88
H 1.13 -4.90 4.96
H -0.68 -5.83 5.88
H -2.34 -5.53 2.48
H -1.09 -4.94 0.57
O -0.11 2.71 1.11
C -0.10 1.49 0.53
C 0.00 0.31 1.18
C -0.01 -0.96 0.63
C -0.09 -1.04 -0.76
O -0.11 -2.26 -1.42
C 0.03 0.16 -1.46
C -0.10 1.41 -0.85
H -0.16 2.65 2.06
H 0.15 0.25 2.25
H -0.05 -1.84 1.27
H -0.27 -2.12 -2.36
H 0.08 0.17 -2.54
H -0.19 2.29 -1.47
N 1.84 4.05 -0.51
C 2.82 4.69 0.07
N 3.29 3.98 1.04
O 3.13 5.85 -0.21
H 1.36 3.35 0.03
H 1.47 4.47 -1.35
H 4.01 4.35 1.65
H 2.67 3.27 1.41
N -0.66 -0.61 -5.81
C -0.12 -1.54 -5.14
N 1.07 -1.94 -5.66
O -0.43 -1.82 -3.99
H -1.51 -0.23 -5.41
H -0.54 -0.66 -6.81
H 1.19 -1.65 -6.62
H 1.81 -2.33 -5.10
N -0.61 -4.95 -3.08
C -0.84 -6.16 -2.75
N -2.03 -6.35 -2.30
O -0.04 -7.05 -2.71
H 0.38 -4.79 -3.20
H -1.16 -4.18 -2.73
H -2.74 -5.64 -2.40
H -2.24 -7.11 -1.66
N -2.48 5.71 1.16
C -1.47 6.16 1.78
N -0.40 5.49 1.61
O -1.48 7.23 2.44
H -2.56 5.08 0.38
H -3.35 6.18 1.36
H 0.39 6.11 1.75
H -0.52 4.66 1.06
C 1.16 3.91 6.68
C 0.95 3.44 5.28
N 0.75 3.13 4.22
H 2.15 3.55 6.99
H 0.36 3.50 7.30
H 1.05 4.97 6.94
C -1.42 3.01 -4.00
C -0.45 4.01 -3.49
N 0.44 4.71 -3.10
H -1.47 3.08 -5.08
H -2.38 3.12 -3.49
H -1.09 2.01 -3.73
```

The maximum force comes out at 7.46 eV/A. The value obtained for the LUMO energy is -0.27 eV. The value obtained for the orbital gap is 7.60 eV. The structure (SMILES) is Oc1ccc(O)cc1.Oc1ccc(O)cc1.NC(N)=O.NC(N)=O.NC(N)=O.NC(N)=O.CC#N.CC#N. Its electronic energy is -1931.9965 hartree.

=====

# 7
Here is a cluster of 7 separate species, C20H34N3O8 in total from OMol25. Energies are from ωB97M-V/def2-TZVPD.

```
65
C20H34N3O8 ωB97M-V/def2-TZVPD
N 1.61 -0.09 -0.39
H 2.01 0.64 0.20
H 0.86 -0.58 0.08
H 2.30 -0.74 -0.82
H 1.12 0.43 -1.15
C 0.12 4.14 2.08
C 1.51 3.70 1.68
O 1.59 3.55 0.34
H -0.16 5.12 1.69
H 0.07 4.30 3.19
H -0.67 3.43 1.83
H 1.86 2.91 2.41
H 2.25 4.47 2.04
C -0.42 2.02 -3.64
C 0.85 1.18 -3.62
O 1.81 1.49 -2.70
H -1.14 1.77 -4.45
H -0.30 3.10 -3.78
H -1.00 1.93 -2.71
H 1.40 1.42 -4.57
H 0.55 0.11 -3.65
C 3.78 -3.60 -0.28
C 4.31 -3.06 -1.62
O 3.64 -1.97 -2.05
H 4.46 -4.30 0.23
H 2.74 -3.95 -0.35
H 3.75 -2.75 0.41
H 4.29 -3.89 -2.38
H 5.39 -2.80 -1.44
C 5.63 0.59 0.45
C 5.71 1.98 -0.23
O 5.08 2.03 -1.42
H 6.21 0.58 1.39
H 6.10 -0.19 -0.16
H 4.59 0.32 0.65
H 6.81 2.21 -0.30
H 5.25 2.66 0.53
C -5.36 1.48 2.66
C -5.37 0.76 1.47
C -4.18 0.38 0.89
C -2.99 0.70 1.55
C -2.97 1.47 2.71
C -4.17 1.93 3.23
N -1.72 0.36 0.94
O -1.72 -0.04 -0.22
O -0.75 0.27 1.69
H -6.28 1.81 3.13
H -6.36 0.55 1.06
H -4.11 -0.16 -0.04
H -2.02 1.81 3.10
H -4.26 2.67 4.02
C -4.87 -3.06 -0.44
C -4.31 -3.08 0.82
C -2.92 -3.15 0.94
C -2.11 -3.01 -0.18
C -2.69 -2.99 -1.44
C -4.07 -3.00 -1.59
N -0.66 -2.96 -0.03
O -0.06 -2.45 -0.96
O -0.16 -3.44 0.97
H -5.93 -2.79 -0.48
H -4.87 -3.07 1.74
H -2.44 -3.24 1.91
H -2.12 -2.79 -2.33
H -4.48 -3.11 -2.58
```

The maximum force comes out at 2.48 eV/A. The value obtained for the LUMO energy is 4.98 eV. The energy above the lowest of the compared OMol25 structures with the same formula, charge and spin is 64.60 kcal/mol. The value obtained for the orbital gap is 1.79 eV. The total charge is -3. Its electronic energy is -1548.0088 hartree.

=====

> The lowest maximum force belongs to which entry?

C20H34N3O8

=====

> The highest maximum force belongs to which entry?

C20H34HfNO13